[1]
ORCA calculation (ωB97M-V with the def2-TZVPD basis set) on one molecule with the formula C21H33N3S.

CARTESIAN COORDINATES (ANGSTROEM)
C 6.258936 0.779707 1.261879
C 5.137403 -0.019101 0.672457
C 4.429841 -0.942832 1.427754
C 3.386758 -1.671940 0.883661
C 3.012473 -1.475266 -0.443912
N 1.964104 -2.169908 -1.048586
C 0.746529 -2.538658 -0.555658
S -0.265177 -3.375452 -1.562347
N 0.442663 -2.219976 0.716187
C -0.887446 -2.327486 1.257724
C -1.552275 -0.949784 1.453034
N -1.747793 -0.267191 0.197112
C -0.720826 0.683372 -0.185934
C -0.464821 0.653942 -1.696462
C 0.747259 1.515018 -2.036337
C 0.517717 2.954240 -1.584166
C 0.233040 3.002756 -0.086002
C -0.971600 2.132590 0.262352
C -3.110159 0.020259 -0.187899
C -3.975330 0.799006 0.847599
C -5.211946 -0.065552 1.105420
C -5.353512 -0.892436 -0.170207
C -3.911029 -1.259722 -0.496044
C 3.748885 -0.577618 -1.219537
C 4.789384 0.137825 -0.666064
H 6.435014 0.499739 2.297225
H 7.176529 0.621271 0.697102
H 6.026530 1.843682 1.224603
H 4.703154 -1.109956 2.459808
H 2.899777 -2.427731 1.481254
H 2.043975 -2.314948 -2.046551
H 1.053841 -1.562574 1.181727
H -0.836615 -2.845672 2.221891
H -1.468655 -2.925438 0.553919
H -2.513431 -1.120756 1.940929
H -0.932571 -0.355811 2.141614
H 0.205462 0.352647 0.298831
H -0.312345 -0.378766 -2.012056
H -1.333677 1.037204 -2.232942
H 0.931279 1.487856 -3.112513
H 1.632661 1.118055 -1.532815
H 1.395220 3.562334 -1.814668
H -0.332300 3.373330 -2.127369
H 0.047472 4.033498 0.224729
H 1.110679 2.643308 0.458618
H -1.151197 2.159774 1.340066
H -1.859896 2.524308 -0.234932
H -3.052080 0.609391 -1.104039
H -4.273109 1.761563 0.430605
H -3.420049 0.997140 1.763527
H -5.041745 -0.731430 1.953957
H -6.097413 0.532592 1.318566
H -5.775265 -0.277414 -0.966959
H -5.988841 -1.766648 -0.035421
H -3.583813 -2.069636 0.153615
H -3.770385 -1.580374 -1.525865
H 3.495820 -0.449490 -2.262178
H 5.342908 0.833162 -1.280322

Cartesian forces (eV/Å) of the 6 atoms listed first:
0.003 0.032 -0.039
-0.015 -0.054 0.059
0.072 0.161 -0.080
-0.106 -0.094 -0.160
0.310 0.284 0.355
0.067 0.004 -0.234

HOMO-LUMO gap (eV): 8.22
E_HOMO (eV): -7.6
Structure (SMILES): Cc1ccc(NC(=S)NCCN(C2CCCCC2)C2CCCC2)cc1
Net charge: 0
LUMO (Eh): 0.0231
Max |F| (eV Å⁻¹): 0.74

Results of the Löwdin charge analysis, in e, for atoms 1 through 5: -0.053, -0.286, -0.039, -0.031, -0.251

[2]
ORCA calculation (ωB97M-V with the def2-TZVPD basis set) on C59H61N2O4P2Ti as an isolated structure at a distorted geometry.

CARTESIAN COORDINATES (ANGSTROEM)
Ti -0.308634 0.394919 -0.274770
C -0.973107 2.830912 1.942804
C -1.155034 1.325704 1.877790
C -0.589901 0.564303 2.925265
C 0.456177 1.218092 3.803056
C -1.127997 -0.686365 3.247642
C -0.639647 -1.472531 4.442033
C -2.211174 -1.176803 2.504888
C -2.978832 -2.396520 2.958342
C -2.698882 -0.477981 1.398971
C -3.862469 -1.045756 0.623484
C -2.202370 0.802629 1.113050
C -3.008421 1.745534 0.242845
H -1.716545 3.233526 2.640619
H -1.118346 3.341922 1.003269
H 0.003868 3.127705 2.305419
H 1.259137 1.669858 3.215677
H 0.918458 0.533225 4.505483
H -0.000781 2.025729 4.384473
H -1.290413 -1.320362 5.310528
H 0.370455 -1.207686 4.731059
H -0.625475 -2.539648 4.232546
H -2.939779 -3.213367 2.232689
H -4.036760 -2.147598 3.073238
H -2.628392 -2.781724 3.909446
H -4.813716 -0.841229 1.130758
H -3.781175 -2.131303 0.526530
H -3.922871 -0.636788 -0.379834
H -3.574342 1.232753 -0.522903
H -2.391632 2.483797 -0.262379
H -3.699710 2.310740 0.875356
C 6.038661 -0.029779 -3.677819
C 5.555415 0.410113 -2.283641
C 6.755782 0.861965 -1.438886
C 4.862806 -0.768682 -1.613348
C 5.508497 -1.994622 -1.503895
C 4.897792 -3.099069 -0.933619
C 3.601835 -2.984156 -0.467332
C 2.913833 -1.777709 -0.560821
P 1.239299 -1.656821 0.196342
C 0.423179 -3.166964 -0.458061
C -0.693269 -3.677351 0.201955
C -1.316863 -4.838396 -0.239049
C -0.841366 -5.496361 -1.367380
C 0.244198 -4.975310 -2.057668
C 0.870084 -3.816057 -1.609312
C 1.767269 -2.160692 1.896410
C 2.476349 -1.208099 2.631580
C 3.105012 -1.551042 3.819699
C 3.024440 -2.855357 4.302739
C 2.312323 -3.805623 3.588462
C 1.689602 -3.461725 2.388864
C 3.574740 -0.685243 -1.106300
O 2.882385 0.500761 -1.108591
C 3.300801 1.542605 -1.894164
C 2.390818 2.570987 -2.087849
C 2.791810 3.688055 -2.814373
C 4.063955 3.765087 -3.344808
C 4.936829 2.702531 -3.156975
C 4.578360 1.567700 -2.439637
P 0.676650 2.531032 -1.444733
C 0.635997 4.210627 -0.688486
C 1.491426 4.382542 0.404519
C 1.580735 5.598756 1.057324
C 0.809001 6.677335 0.627839
C -0.031884 6.523327 -0.460699
C -0.116404 5.295768 -1.120531
C -0.307721 2.640584 -3.001126
C -1.655552 3.003123 -2.977623
C -2.410488 3.041098 -4.144134
C -1.838543 2.676508 -5.354013
C -0.512424 2.261116 -5.386477
C 0.248998 2.245571 -4.220705
H 6.753586 -0.850876 -3.597570
H 6.543510 0.789768 -4.193899
H 5.197659 -0.362863 -4.291407
H 7.474673 0.046253 -1.325353
H 6.436312 1.178211 -0.442221
H 7.271106 1.700454 -1.916566
H 6.522847 -2.089630 -1.876179
H 5.426734 -4.041337 -0.856687
H 3.120631 -3.845434 -0.017020
H -1.051899 -3.180574 1.091735
H -2.166955 -5.237787 0.303041
H -1.319468 -6.406273 -1.712411
H 0.612385 -5.473844 -2.948198
H 1.728885 -3.433719 -2.148914
H 2.574454 -0.195633 2.253952
H 3.664992 -0.802783 4.370355
H 3.519405 -3.126399 5.229137
H 2.249588 -4.824673 3.955199
H 1.163899 -4.226769 1.830404
H 2.092399 4.502863 -2.968622
H 4.372342 4.639631 -3.907236
H 5.934689 2.762008 -3.581228
H 2.109066 3.555179 0.743793
H 2.255156 5.712847 1.898985
H 0.875978 7.632621 1.136612
H -0.620911 7.362035 -0.814807
H -0.750975 5.219208 -1.988179
H -2.135928 3.263688 -2.044741
H -3.449481 3.348109 -4.102175
H -2.425450 2.705841 -6.265953
H -0.061415 1.956818 -6.324162
H 1.285894 1.928786 -4.268184
C -3.623792 -3.341181 -3.644166
C -2.564161 -2.580929 -2.853724
C -1.946273 -1.338919 -3.560864
C -3.049730 -0.341339 -4.031073
C -3.474418 -0.376870 -5.494513
C -1.061291 -1.830473 -4.687240
O -1.473852 -2.440117 -5.645746
N 0.291215 -1.555315 -4.572712
C 0.942673 -0.925805 -3.526982
O 2.137808 -0.757478 -3.595490
N 0.162306 -0.495501 -2.445360
C -1.132661 -0.648900 -2.498941
O -1.769825 -0.137368 -1.501833
H -3.928662 -4.222156 -3.072417
H -3.257278 -3.677616 -4.613670
H -4.521528 -2.737012 -3.809962
H -1.758355 -3.260568 -2.573164
H -2.992898 -2.205019 -1.925722
H -2.723011 0.667966 -3.791006
H -3.915784 -0.533339 -3.396183
H -2.657008 -0.105399 -6.167039
H -4.277291 0.351425 -5.636555
H -3.836125 -1.356633 -5.807778
H 0.881181 -1.873962 -5.326222

Cartesian forces (eV/Å) of the 6 atoms listed first:
0.812 -0.143 -0.105
0.071 -0.031 0.043
-0.084 0.678 0.850
0.257 -0.199 0.145
-0.049 0.081 -0.037
0.203 0.091 0.141

2S+1: 3
HOMO-LUMO gap (spin up / spin down) (eV): 7.44 / 8.41
E_HOMO (spin up / spin down) (eV): -9.6 / -10.5
Net charge: +1
LUMO (spin up / spin down) (Eh): -0.0808 / -0.0766
Max |F| (eV Å⁻¹): 1.10

Results of the Löwdin charge analysis, in e, for atoms 1 through 5: 0.704, -0.033, -0.268, -0.171, -0.029

[3]
ORCA calculation (ωB97M-V with the def2-TZVPD basis set) on one molecule with the formula C2H3NO2S2 at a distorted geometry.

CARTESIAN COORDINATES (ANGSTROEM)
C -0.001785 0.064032 -0.141738
C 0.610027 0.098282 -1.420088
O 0.230741 0.525868 -2.426072
S 2.391588 -0.577276 -1.254523
S 2.960568 -1.241234 -3.233260
N 2.088784 -2.118557 -4.154092
O 1.041560 -2.695740 -4.162880
H 0.671212 0.375143 0.767793
H -0.570003 -0.776996 0.072981
H -0.722290 0.842906 -0.113789

Cartesian forces (eV/Å) of the 6 atoms listed first:
0.490 2.577 3.910
3.660 -1.193 0.136
-1.322 0.825 -2.396
-0.531 -0.522 -0.207
0.980 1.977 1.586
-1.001 -1.842 -1.789

HOMO-LUMO gap (eV): 8.71
Relative energy (zero: lowest compared OMol25 entry of this formula, charge and spin) (kcal per mole): 73.4
E_HOMO (eV): -9.1
Structure (SMILES): CC(=O)SSN=O
Net charge: 0
LUMO (Eh): -0.0152
Max |F| (eV Å⁻¹): 4.71

Results of the Löwdin charge analysis, in e, for atoms 1 through 5: -0.107, -0.792, 0.093, 0.511, 0.653

[4]
ORCA calculation (ωB97M-V with the def2-TZVPD basis set) on one molecule with the formula C3H7NS at a distorted geometry.

CARTESIAN COORDINATES (ANGSTROEM)
C -0.313055 -1.377051 -0.034003
C -0.130587 0.051038 -0.418797
C -1.263125 0.995022 -0.047781
N 1.012699 0.246336 0.472503
S 2.522416 0.123473 -0.104589
H -0.730818 -1.613332 0.926421
H 0.300770 -2.116426 -0.522480
H 0.116895 0.163140 -1.482280
H -1.379739 1.036896 1.031127
H -2.188754 0.644755 -0.495698
H -1.049484 2.001738 -0.406428
H 3.102787 -0.155593 1.082001

Cartesian forces (eV/Å) of the 6 atoms listed first:
0.783 0.933 0.020
0.011 0.144 -0.302
0.297 -0.082 -0.101
-1.485 -0.629 0.612
0.712 -0.201 -0.371
-0.233 -0.037 0.179

HOMO-LUMO gap (spin up / spin down) (eV): 8.28 / 8.25
Relative energy (zero: lowest compared OMol25 entry of this formula, charge and spin) (kcal per mole): 71.7
E_HOMO (spin up / spin down) (eV): -8.2 / -8.0
Net charge: 0
LUMO (spin up / spin down) (Eh): 0.0033 / 0.0094
Max |F| (eV Å⁻¹): 1.72

Results of the Löwdin charge analysis, in e, for atoms 1 through 5: 0.070, -0.618, -0.073, -0.434, 0.729